Record 1
ORCA calculation (the ωB97M-V functional and the def2-TZVPD basis) on a molecular structure, C19H28AlBrCl3O4S.

Last column: Mulliken charge in e.
Geometry (Å):
H 3.213 0.327 0.343  0.347
H 6.817 1.486 1.190  0.360
C 1.589 -1.599 -0.070  -0.041
C -5.485 1.033 -4.947  0.240
H -5.399 0.654 -1.521  0.422
H 6.183 1.374 -1.202  0.528
H -2.149 0.693 1.871  0.217
H 0.876 -3.634 -0.750  0.228
Cl -1.799 -0.787 4.594  -0.104
H 2.136 -4.061 2.667  0.292
H -3.543 1.586 1.044  0.029
C 1.378 -3.146 0.139  -0.517
H -1.768 2.145 0.746  0.202
C -4.464 3.017 -3.915  -0.580
H 4.426 1.645 -0.904  0.470
H -6.125 -0.542 -3.581  0.441
S -1.116 -1.043 0.193  -0.086
Al -3.847 3.446 0.789  0.440
H 5.254 -0.896 -1.504  0.259
H 1.756 -2.288 2.647  0.201
H 0.297 -1.215 -1.903  0.417
H -1.965 -1.893 6.671  0.348
C -2.452 1.268 0.959  -0.209
C 0.403 -0.881 -0.837  -0.728
O 2.866 -1.390 -0.746  -0.376
H -4.000 3.995 -3.951  0.418
H -2.150 -3.011 5.299  0.257
H 5.875 2.983 0.676  0.330
C 5.152 -0.388 -0.368  -0.347
C -2.346 0.246 -0.283  -0.444
O 0.592 -3.489 1.282  -0.315
H -3.337 -0.287 -0.385  0.230
H -2.041 0.784 -1.218  0.301
C -1.590 -2.164 5.687  -0.352
Cl 0.111 -2.619 5.828  -0.144
H 3.828 -1.207 1.175  0.264
O -4.272 3.032 -1.557  -0.490
C -5.276 1.080 -2.506  -0.075
C 4.815 1.717 2.063  -0.586
C 1.304 -3.312 2.508  -0.331
C -5.665 0.437 -3.614  -0.602
H 1.663 -1.082 0.931  0.330
H 5.987 -0.876 0.227  0.435
Br -6.530 2.805 -1.282  -0.310
H -4.730 2.797 -6.004  0.429
Cl 5.059 0.118 -2.849  -0.111
C 4.019 1.301 2.874  0.197
H 3.328 1.061 3.712  0.412
C -4.855 2.374 -5.015  -0.325
C 5.354 1.192 -0.460  -1.005
H 0.673 0.222 -0.858  0.343
C -4.644 2.426 -2.581  0.777
O -5.835 0.454 -5.954  -0.544
H 2.385 -3.647 0.239  0.316
C 3.699 -0.683 0.176  -0.090
H 0.535 -3.427 3.343  0.009
C 5.810 1.873 0.889  -0.778

As for the charge: +1. The HOMO-LUMO gap is 1.3 eV. Its HOMO energy is -9.63 eV. The multiplicity is 1.

Record 2
ORCA calculation (the ωB97M-V functional and the def2-TZVPD basis) on a molecular structure, C19H28BF4O2Ti.

Last column: Mulliken charge in e.
Geometry (Å):
C 0.154 -2.513 3.298  -0.550
C 0.139 0.783 -5.576  -0.797
H 2.698 -0.447 4.007  0.576
H -0.054 2.592 -1.737  0.422
C -1.684 0.674 4.177  -0.486
C -2.303 0.207 1.993  -0.063
C -0.243 -0.412 -0.325  -0.504
F 0.821 1.278 3.281  -0.508
C -0.896 0.610 -1.220  0.016
C -1.013 -1.437 -5.013  -1.706
C 1.504 -1.343 -5.246  -1.673
H 0.504 -2.874 1.110  0.576
H -2.555 -2.000 2.311  0.463
C -2.251 -1.033 2.712  -0.751
H -1.129 0.190 -2.191  0.074
H 1.466 2.168 0.513  0.325
H -0.933 -1.174 0.063  0.128
H 0.721 -1.712 5.335  0.466
B 1.549 2.437 4.612  0.473
C 1.856 -1.422 2.176  -0.531
C -1.937 1.253 2.896  -0.922
O 0.327 0.425 0.745  -0.042
C 1.929 -1.057 3.556  -0.565
H 1.014 1.091 -6.153  0.324
H 2.391 -0.715 -5.110  0.372
C 0.207 1.669 -1.229  -0.788
H 1.054 1.904 -3.890  0.322
H -1.905 -0.872 -4.703  0.349
H -1.820 1.017 -0.777  0.239
H 1.576 -2.256 -4.648  0.365
H -1.954 2.320 2.664  0.495
C 0.758 -2.332 2.016  -0.270
H -1.152 -1.754 -6.057  0.425
H -0.818 0.962 -6.076  0.299
H 0.606 -0.914 -0.813  0.517
C -1.871 -0.737 4.071  -0.394
O 0.318 -0.034 -3.530  -0.336
H -1.839 -1.441 4.901  0.548
H -0.307 2.440 0.711  0.206
H -0.656 -3.205 3.511  0.560
F 0.392 2.714 5.257  -0.299
Ti -0.109 -0.296 2.692  0.276
C 0.878 -1.724 4.255  -0.446
C 0.239 -0.595 -4.876  1.500
F 2.047 3.358 3.767  -0.261
H -1.495 1.221 5.097  0.535
H 1.110 1.256 -1.690  0.244
H 1.444 -1.632 -6.299  0.405
H -0.748 1.825 -3.864  0.260
H 2.570 -1.149 1.401  0.467
H -2.723 0.339 1.000  0.650
H -0.923 -2.323 -4.373  0.358
F 2.405 1.548 5.176  -0.294
C 0.175 1.300 -4.148  -0.516
C 0.467 1.817 0.242  -0.537

The expectation value of S² is 0.75. The HOMO-LUMO gap (spin up / spin down) is 7.4 / 8.4 eV. Its energy above the lowest of the compared OMol25 structures with the same formula, charge and spin is 0.000 eV. Its HOMO energy (spin up / spin down) is -7.03 / -8.10 eV. The multiplicity is 2.

Record 3
ORCA calculation (the ωB97M-V functional and the def2-TZVPD basis) on a molecular structure, C19H28BNO5Pd.

Last column: Mulliken charge in e.
Geometry (Å):
H 4.389 -0.440 -2.321  0.368
H -4.804 0.280 1.465  0.406
H -2.881 -6.355 1.258  0.424
H 5.447 -0.960 -1.021  0.396
H 0.444 4.512 -2.583  0.294
C -4.178 -0.510 0.942  -1.069
H -2.039 -3.247 -0.745  0.529
H 2.389 -1.410 -0.392  0.365
H -5.170 -3.911 2.753  0.368
C -3.859 -4.379 1.077  1.751
H 3.866 -1.877 0.468  0.390
H -3.386 -3.844 3.159  0.383
H 0.443 5.082 0.771  0.430
C -2.390 -1.187 -0.504  0.554
C 4.835 -0.099 -1.346  -1.473
C -3.620 -2.893 0.686  0.383
C 1.524 6.883 -0.653  -1.088
O 7.261 4.281 -0.940  -0.393
C -3.160 -0.202 0.099  0.853
O 6.384 3.708 -3.044  -0.381
C -2.672 -2.522 -0.308  -0.885
O -1.437 -0.561 -1.284  -0.495
H -5.987 -4.590 0.434  0.372
H -4.260 -5.404 2.996  0.425
H -0.591 4.009 -0.411  0.214
H -5.473 -2.238 1.563  0.435
H 1.391 7.627 -1.421  0.364
H -4.711 -4.783 -0.861  0.416
H 5.310 0.484 1.472  0.380
C 0.782 5.615 -1.092  0.775
C -4.474 -1.904 1.168  -0.335
H 3.847 1.379 1.653  0.404
O -2.735 1.085 -0.279  -0.462
O 0.773 5.382 -2.360  -0.433
Pd -0.062 2.263 -1.262  0.269
H -1.758 -5.006 1.275  0.462
H -4.985 -6.029 0.248  0.442
C 4.531 1.048 0.895  -1.469
H 1.097 7.165 0.350  0.320
C -2.679 -5.337 0.821  -1.876
C -4.156 -4.383 2.601  -1.526
C 0.333 4.595 -0.193  -0.818
C 2.773 1.104 -0.748  -0.209
H 5.012 1.980 0.417  0.301
H 5.529 0.735 -1.567  0.270
H 2.654 -0.821 1.284  0.333
C 3.190 -1.018 0.308  -1.540
C 6.771 3.981 -1.976  0.788
N 1.855 1.771 -1.017  -0.502
C 3.866 0.223 -0.223  2.055
H 2.609 6.637 -0.576  0.249
C -4.984 -4.938 0.190  -1.540
B -1.499 0.878 -0.887  0.679
H 1.091 3.727 -0.119  0.210
H -2.444 -5.589 -0.219  0.436

As for the charge: +2. The expectation value of S² is 6.03. The HOMO-LUMO gap (spin up / spin down) is 4.8 / 6.2 eV. Its energy above the lowest of the compared OMol25 structures with the same formula, charge and spin is 0.826 eV. Its HOMO energy (spin up / spin down) is -11.34 / -16.31 eV. The multiplicity is 5.

Record 4
ORCA calculation (the ωB97M-V functional and the def2-TZVPD basis) on a molecular structure, C19H28BrHgO2.

Last column: Mulliken charge in e.
Geometry (Å):
H -2.511 1.794 1.613  0.394
Hg 2.039 -1.381 -0.572  0.758
C -2.259 0.245 -3.921  -1.651
C -2.571 0.470 -0.204  -0.358
Br 1.055 -3.589 -0.884  -0.542
H -1.421 2.863 -3.898  0.436
C 0.493 -0.903 -9.287  -0.538
H -2.237 -1.461 -1.308  0.413
O -0.247 -0.018 -2.584  -0.112
H -1.431 2.354 -2.188  0.154
H 0.786 -1.466 -3.734  0.224
H 0.126 2.639 -0.132  0.341
H 0.865 -0.105 -9.937  0.280
C 2.124 0.543 1.539  -0.676
H -0.436 -1.299 -9.712  0.258
H 3.831 0.380 0.059  0.596
H 0.560 0.668 -7.741  0.284
H -2.692 0.806 -4.754  0.415
H -0.883 -0.392 -7.664  0.264
H -3.003 1.120 -0.965  0.538
H 2.532 -1.665 -9.339  0.259
H 2.468 -2.509 -7.137  0.276
O 0.869 -1.217 -6.880  -0.321
C 0.206 -0.374 -7.868  -0.400
C 2.765 0.550 0.211  -0.861
H 2.515 0.024 2.418  0.403
C 0.899 1.936 0.174  0.002
C 1.010 1.373 1.488  -0.345
C 1.471 -2.343 -7.576  -0.561
C 0.198 0.489 -4.632  -0.302
C -2.174 -0.890 -0.386  -0.261
H 0.120 2.612 -3.020  0.323
H -1.313 -2.395 1.040  0.441
H 2.210 1.797 -1.612  0.392
C 1.964 1.473 -0.600  -0.650
C -2.331 0.817 1.160  -1.126
C -1.792 -0.333 1.819  -0.334
H 0.835 1.347 -4.918  0.297
C 1.534 -2.029 -9.082  -0.468
H -1.493 -0.392 2.864  0.462
H -0.110 -0.108 -5.489  -0.105
C 0.808 -0.380 -3.537  -0.771
H 1.811 -0.054 -3.228  0.245
H 0.332 1.602 2.310  0.489
H 0.838 -3.240 -7.412  0.271
H -2.174 -0.809 -4.188  0.398
C -0.890 0.801 -3.591  1.777
H 1.305 -2.900 -9.695  0.295
C -1.692 -1.385 0.863  -0.950
C -0.910 2.250 -3.146  -1.623
H -2.927 0.317 -3.062  0.271

As for the charge: -1. The HOMO-LUMO gap is 4.6 eV. Its energy above the lowest of the compared OMol25 structures with the same formula, charge and spin is 0.000 eV. Its HOMO energy is -2.31 eV. The multiplicity is 1.

Energy / eV: -153369.0781 -58919.5180 -36020.7161 -98467.2947
Max |F| / eV/A: 5.3 2.1 3.9 2.1